49
Properties=species:S:1:pos:R:3:forces:R:3:lowdin_charge:R:1 method="wB97M-V/def2-TZVPD" gap_ev="5.7 / 5.7" relative_energy_ev=1.349 homo_ha="-0.308 / -0.307" spin_multiplicity=2 total_energy_ev=-329981.6865
Ru -0.0016 -0.0841 -0.2890 -0.05 1.27 2.11 1.103
Br 3.4172 5.9225 -0.0679 0.01 0.07 -0.01 0.761
C 2.9591 4.1074 -0.1108 0.46 -0.29 0.11 -0.737
C 3.9745 3.1110 0.1414 -0.26 0.27 -0.08 -0.738
Br 5.7291 3.6549 0.4947 0.15 0.02 0.02 0.757
C 3.6687 1.7760 0.1229 -0.05 -0.02 0.11 -0.651
Br 4.9128 0.4038 0.4206 0.03 0.03 0.02 0.814
C 2.3398 1.3731 -0.1371 -0.11 0.79 -0.13 -0.374
O 1.9701 0.1400 -0.1864 -0.87 -0.67 -0.51 -0.198
C 1.3287 2.3555 -0.3898 1.22 0.23 0.20 -0.391
O 0.1605 1.9177 -0.6271 -0.89 -1.20 -0.32 -0.127
C 1.6715 3.7400 -0.3766 -0.28 -0.42 0.01 -0.658
Br 0.2815 4.9394 -0.7293 0.00 0.06 0.00 0.829
O -2.2317 -1.2384 2.4312 0.09 0.12 -0.08 -0.317
Cl -1.8367 0.0383 1.9413 -0.55 0.20 -0.34 0.677
O -2.5652 1.0975 2.5358 0.14 -0.26 -0.19 -0.259
O -2.0266 0.0775 0.4433 -0.20 -0.09 0.13 -0.490
O -0.3947 0.2324 2.1017 0.43 -0.15 -0.46 -0.398
C -0.7120 -5.4237 1.4826 0.08 -0.08 -0.02 -0.140
C -0.4646 -4.8661 0.0836 -0.78 -0.04 0.62 -0.557
C -1.6639 -5.1213 -0.8196 0.04 -0.07 -0.03 -0.139
Sb 0.0607 -2.7838 0.1546 1.05 0.25 -1.17 1.546
C 2.0003 -2.9470 1.0545 0.05 -0.16 0.26 -0.575
C 2.7333 -4.2392 0.7156 0.01 -0.02 -0.01 -0.137
C 1.8968 -2.7328 2.5650 0.07 0.06 0.02 -0.141
C 0.6508 -2.9282 -1.9458 0.11 0.02 -0.14 -0.573
C -0.4509 -2.3356 -2.8222 -0.05 -0.01 -0.10 -0.173
C 1.9891 -2.2736 -2.2780 0.08 0.05 -0.12 -0.147
H -0.9363 -6.4932 1.4260 0.01 0.02 0.00 0.083
H -1.5615 -4.9322 1.9596 -0.01 0.00 -0.02 0.082
H 0.1534 -5.3030 2.1349 -0.01 0.01 0.00 0.051
H 0.4412 -5.2914 -0.3492 0.01 0.00 0.01 0.075
H -2.5624 -4.6341 -0.4364 0.01 0.01 0.01 0.084
H -1.8657 -6.1957 -0.8603 0.00 0.01 0.00 0.084
H -1.4994 -4.7833 -1.8408 0.00 0.01 -0.03 0.052
H 2.5244 -2.0939 0.6196 0.04 -0.01 0.00 0.043
H 2.2610 -5.1014 1.1923 0.00 0.00 -0.01 0.066
H 3.7644 -4.2021 1.0797 -0.02 0.03 0.01 0.083
H 2.7728 -4.4311 -0.3590 0.01 0.01 0.00 0.065
H 1.3502 -3.5439 3.0519 -0.01 0.00 0.00 0.065
H 1.3912 -1.7969 2.8118 0.01 -0.01 -0.02 0.060
H 2.8943 -2.7016 3.0133 -0.01 0.00 -0.01 0.081
H 0.7167 -4.0004 -2.1543 0.04 0.01 0.04 0.078
H -0.5525 -1.2542 -2.6642 0.04 0.06 0.04 0.045
H -1.4345 -2.7689 -2.6357 0.00 -0.01 0.01 0.058
H -0.2232 -2.4694 -3.8847 0.01 -0.01 0.03 0.084
H 1.8878 -1.1902 -2.3734 -0.03 -0.02 0.06 0.057
H 2.3646 -2.6355 -3.2400 -0.04 -0.02 0.01 0.084
H 2.7628 -2.4514 -1.5331 0.03 -0.06 -0.01 0.052

***

47
Properties=species:S:1:pos:R:3:forces:R:3:lowdin_charge:R:1 method="wB97M-V/def2-TZVPD" gap_ev=6.6 relative_energy_ev=0.000 homo_ha=-0.266 spin_multiplicity=1 total_energy_ev=-41069.0388 smiles="C1=Cc2ccc3cc(/C=N/c4nc(-c5ccccc5)cs4)cc4c3c2C(=CC4)C1"
C 3.0242 6.2228 -2.8257 0.61 -0.87 1.04 -0.057
C 3.6025 5.3847 -1.9116 -1.18 1.84 -1.54 -0.047
C 2.9212 4.1921 -1.4309 -0.20 -0.36 -0.38 -0.176
C 3.5748 3.4034 -0.4784 -2.27 -3.08 0.75 0.001
C 2.9483 2.1850 -0.0214 1.93 3.21 -1.13 0.005
C 1.7048 1.8057 -0.5435 -0.31 -0.55 -0.04 -0.163
C 1.0815 0.6111 -0.1247 -0.26 -0.92 0.59 0.022
C -0.1255 0.1691 -0.6483 0.49 -0.01 -0.17 -0.178
C -0.7664 -1.0998 -0.1739 1.54 -0.54 0.99 -0.052
N -0.1275 -1.9399 0.6084 -0.66 1.79 -1.12 0.060
C -0.7895 -3.0408 1.1256 -0.91 -0.36 0.05 -0.684
N -2.0246 -3.3620 0.9040 -0.91 -1.07 -0.29 0.093
C -2.4152 -4.5487 1.5351 1.54 0.75 0.96 -0.322
C -3.7508 -5.1156 1.3446 -1.53 -0.92 -0.47 -0.170
C -4.2946 -6.1465 2.1665 -0.09 0.79 -0.71 -0.020
C -5.5813 -6.6821 1.9098 1.18 0.82 0.23 -0.086
C -6.3335 -6.1412 0.8840 -0.74 0.50 -1.21 -0.106
C -5.8385 -5.1195 0.0438 0.84 -0.74 1.21 -0.075
C -4.5361 -4.6674 0.2578 -0.20 0.45 0.24 -0.038
C -1.4360 -5.0645 2.3734 -0.38 0.12 -0.66 -0.347
S -0.0061 -4.1095 2.2303 0.13 -0.25 0.29 1.043
C -0.7391 0.9675 -1.6653 0.68 1.42 0.03 0.021
C -0.2047 2.2195 -2.0535 -0.36 -2.06 0.93 -0.121
C 1.0638 2.6091 -1.5253 -0.43 0.39 -0.07 -0.049
C 1.6753 3.8080 -1.9597 0.89 0.65 0.39 -0.050
C 1.0221 4.6673 -2.9551 -2.76 -0.95 -0.76 -0.144
C -0.2183 4.3078 -3.4622 2.55 0.72 1.10 -0.017
C -0.9757 3.0828 -3.0150 1.14 0.47 -0.31 -0.129
C 1.6617 5.9457 -3.4572 1.16 -0.71 0.41 -0.132
H 3.5599 7.1448 -3.0843 -0.32 -0.41 -0.10 0.100
H 4.5687 5.6562 -1.4939 -0.13 -0.16 0.00 0.105
H 4.5338 3.6609 -0.0895 0.49 0.27 0.13 0.097
H 3.5376 1.6230 0.6792 -0.33 -0.53 0.26 0.103
H 1.5703 0.0040 0.6601 -0.35 0.39 -0.54 0.127
H -1.7925 -1.2442 -0.5054 -0.11 -0.30 0.13 0.116
H -3.7063 -6.4499 3.0277 -0.23 -0.25 -0.09 0.097
H -5.9897 -7.4544 2.5508 0.07 0.04 -0.06 0.099
H -7.3541 -6.4787 0.6583 0.46 -0.09 0.40 0.103
H -6.4511 -4.6802 -0.7309 0.01 -0.13 -0.04 0.097
H -4.1476 -3.8672 -0.3718 0.05 -0.25 0.16 0.102
H -1.4975 -5.9726 2.9962 0.22 0.74 -0.51 0.078
H -1.6556 0.6417 -2.1487 -0.05 -0.04 0.19 0.114
H -0.6127 4.9796 -4.2253 -0.33 -0.32 0.16 0.110
H -1.9216 3.3847 -2.5910 -0.45 0.01 0.18 0.119
H -1.1712 2.4765 -3.8840 -0.44 -0.25 -0.49 0.115
H 1.7809 5.7884 -4.5340 0.09 0.49 -0.03 0.121
H 1.0006 6.7861 -3.2841 -0.13 0.23 -0.10 0.115

***

61
Properties=species:S:1:pos:R:3:forces:R:3:lowdin_charge:R:1 method="wB97M-V/def2-TZVPD" charge=+2 gap_ev=5.5 relative_energy_ev=0.975 homo_ha=-0.500 spin_multiplicity=1 total_energy_ev=-118298.8338
Au 0.2736 0.5567 -1.0192 0.30 -0.01 0.06 1.471
C 4.3699 -0.9516 -1.5730 0.10 0.05 0.07 0.003
O 3.9089 -0.0865 -2.6817 0.04 0.10 0.11 0.109
C 2.7277 0.3199 -2.3499 0.02 0.18 -0.08 -0.302
N 2.2619 -0.0070 -1.1852 -0.22 -0.41 -0.26 0.050
C 3.4026 -0.6344 -0.4225 -0.01 -0.08 0.10 -0.178
C 3.0571 -1.7568 0.5214 0.11 -0.06 0.01 -0.183
C 2.1899 -1.4920 1.5781 0.31 0.17 0.21 -0.063
C 1.9629 -2.4461 2.5548 0.55 0.14 0.13 -0.113
C 2.6087 -3.6747 2.4895 0.27 0.00 0.02 -0.101
C 3.4878 -3.9374 1.4521 -0.03 0.02 0.01 -0.034
C 3.7186 -2.9796 0.4732 -0.11 0.00 -0.08 -0.018
C 1.9533 1.2201 -3.2399 0.02 -0.04 0.07 -0.114
C 2.2615 1.7030 -4.4963 0.00 -0.01 -0.02 0.087
C 1.3328 2.5416 -5.1134 -0.02 -0.02 0.03 0.052
C 0.1222 2.8569 -4.4948 0.00 0.00 -0.01 0.089
C -0.1131 2.3306 -3.2403 -0.01 0.00 0.05 -0.106
N 0.8145 1.5773 -2.6498 -0.08 -0.03 -0.01 0.005
C -1.3104 2.4259 -2.3715 0.11 0.09 0.02 -0.282
N -1.3356 1.7636 -1.2599 -0.30 -0.15 -0.03 0.025
C -2.6188 2.0299 -0.5612 0.08 -0.10 -0.06 -0.183
C -3.2635 3.0623 -1.5232 -0.02 0.05 -0.03 0.027
O -2.3262 3.1615 -2.6706 0.01 0.00 0.04 0.116
C -2.4672 2.5408 0.8532 0.00 -0.03 0.01 -0.192
C -1.2741 2.4949 1.5602 0.03 0.04 -0.03 -0.050
C -1.2140 2.9625 2.8667 -0.02 0.01 -0.01 -0.057
C -2.3480 3.4762 3.4736 0.01 0.00 0.01 -0.053
C -3.5461 3.5183 2.7738 -0.01 0.00 -0.01 -0.044
C -3.6061 3.0514 1.4712 -0.02 -0.04 0.03 -0.031
H 5.3921 -0.6545 -1.3647 0.01 -0.09 0.02 0.155
H 4.3291 -1.9755 -1.9334 -0.10 0.02 -0.07 0.136
H 3.8259 0.1761 0.1777 -0.11 0.11 -0.05 0.170
H 1.7194 -0.5200 1.6723 0.04 -0.05 -0.01 0.108
H 1.2944 -2.2264 3.3769 0.07 0.00 0.06 0.124
H 2.4369 -4.4177 3.2562 0.14 0.14 -0.10 0.057
H 4.0110 -4.8827 1.4085 0.01 0.00 0.00 0.121
H 4.4421 -3.2025 -0.2995 -0.02 -0.02 -0.03 0.109
H 3.1891 1.4255 -4.9780 0.00 0.01 -0.01 0.150
H 1.5455 2.9363 -6.0980 0.00 0.01 0.00 0.143
H -0.6209 3.4785 -4.9757 0.01 0.00 -0.01 0.151
H -3.1710 1.0917 -0.5698 -0.05 -0.05 -0.01 0.150
H -3.3181 4.0583 -1.0926 -0.01 -0.01 0.01 0.146
H -4.2222 2.7597 -1.9311 0.01 -0.01 -0.01 0.149
H -0.3696 2.1031 1.1109 0.00 0.01 0.01 0.070
H -0.2785 2.9264 3.4086 0.00 0.00 0.00 0.113
H -2.3007 3.8428 4.4897 0.00 0.00 0.00 0.118
H -4.4366 3.9127 3.2435 0.00 0.00 0.00 0.120
H -4.5543 3.0745 0.9445 0.00 0.00 0.00 0.127
Br -0.1044 -5.1680 3.5583 -0.33 -0.21 0.17 0.875
C -1.3033 -4.1612 2.5167 -0.11 0.09 -0.09 -0.619
C -2.6556 -4.4878 2.5121 -0.07 -0.02 0.00 -0.143
N -3.5564 -3.8255 1.7922 0.09 -0.01 0.03 0.104
C -3.1338 -2.8225 1.0373 -0.01 0.01 0.03 -0.060
C -1.7995 -2.4238 0.9874 -0.20 -0.11 -0.05 -0.112
C -0.8578 -3.1065 1.7475 -0.15 0.00 -0.06 -0.035
C -1.4407 -1.3396 0.0534 0.13 0.02 -0.02 -0.528
O -2.0832 -1.0399 -0.9307 0.05 0.20 -0.03 0.056
O -0.2968 -0.7095 0.3772 -0.02 0.24 0.08 -0.194
H -3.0198 -5.3169 3.1069 0.00 0.00 0.01 0.116
H -3.8808 -2.3018 0.4508 0.00 -0.01 -0.03 0.128
H 0.1878 -2.8306 1.7297 -0.51 -0.15 -0.22 0.066

***

12
Properties=species:S:1:pos:R:3:forces:R:3:lowdin_charge:R:1 method="wB97M-V/def2-TZVPD" gap_ev=10.7 relative_energy_ev=0.602 homo_ha=-0.390 spin_multiplicity=1 total_energy_ev=-8320.0741 smiles=O.O.O.O
O 0.7565 0.1958 -1.8057 0.32 -0.43 -0.11 -0.044
H 1.7228 0.1988 -1.7867 -0.16 0.08 -0.04 0.077
H 0.5154 -0.5905 -2.3166 0.00 0.21 0.04 0.082
O 0.4980 -2.1004 2.8777 -0.25 0.14 -0.19 -0.087
H -0.0648 -1.6129 2.2421 0.39 -0.17 0.22 -0.008
H 1.1873 -1.4755 3.1197 -0.06 0.00 -0.01 0.021
O -1.4223 1.9452 -1.2175 0.38 -0.17 0.07 -0.069
H -1.1152 2.8171 -0.9459 -0.05 -0.08 -0.07 0.039
H -0.6194 1.4667 -1.5008 -0.37 0.31 0.09 -0.008
O -0.5455 -0.5786 0.6982 0.07 0.14 -0.07 -0.060
H 0.1175 -0.5228 -0.0085 -0.30 0.11 0.20 0.015
H -1.0302 0.2571 0.6441 0.03 -0.14 -0.13 0.042